# C52H132F2N6O9P2S2

A cluster of 8 separate species, C52H132F2N6O9P2S2 in total in a non-equilibrium geometry (wB97M-V/def2-TZVPD, OMol25).

Values from the calculation:
* calculated total energy: -129056.43693 eV
* net charge: +6
* energy relative to the best compared isomer or geometry (same formula, charge and spin): 61.7 kcal per mole
* E_LUMO: -9.773 eV
* gap between HOMO and LUMO: 8.00 eV

Element x y z (Å)
C -0.78193 -8.96448 12.12013
C 0.30815 -9.72820 11.40275
C 0.43820 -11.18959 11.83344
O 1.62900 -11.74116 11.27724
C 1.85026 -13.15219 11.53283
N 0.05089 -9.63154 9.86390
H 0.45465 -8.74786 9.58789
H 0.51303 -10.30717 9.27226
H -0.95073 -9.63273 9.73408
H -0.55734 -8.76875 13.16863
H -1.76377 -9.43349 12.18446
H -0.99714 -8.01164 11.63652
H 1.25676 -9.20002 11.49891
H -0.44915 -11.82053 11.78215
H 0.60707 -11.05801 12.90220
H 2.69878 -13.45971 10.92165
H 0.99307 -13.67718 11.11129
H 1.98632 -13.48880 12.56059
C -10.62418 -3.79050 3.77831
C -11.50170 -5.13652 3.77244
C -10.88901 -6.31812 4.60375
O -11.46720 -7.53922 4.25503
C -11.04027 -8.56723 5.08002
N -12.92479 -4.79726 4.29120
H -13.59181 -5.55197 4.36607
H -12.86604 -4.40723 5.22100
H -13.29866 -4.10873 3.65382
H -10.67442 -3.22045 4.70600
H -10.99187 -3.14817 2.97810
H -9.55727 -3.97486 3.65262
H -11.68590 -5.45926 2.74775
H -10.91453 -6.14559 5.67971
H -9.83491 -6.44192 4.35549
H -11.68400 -9.43700 4.94883
H -10.93424 -8.24346 6.11542
H -10.03293 -8.81796 4.74763
C -4.24731 -4.80821 0.86795
C -4.20115 -4.44201 -0.63031
C -3.23628 -3.25814 -0.95340
O -3.05628 -3.13984 -2.33738
C -2.21948 -2.04257 -2.72969
N -3.91975 -5.62679 -1.46404
H -4.56323 -6.40527 -1.46820
H -3.83130 -5.34700 -2.43048
H -3.03558 -6.05178 -1.22377
H -3.27838 -5.10984 1.26582
H -5.02827 -5.56519 0.93982
H -4.68882 -3.97829 1.41968
H -5.18428 -4.13264 -0.98506
H -2.28987 -3.43109 -0.44103
H -3.65384 -2.30388 -0.63228
H -2.17795 -1.85555 -3.80272
H -1.19137 -2.19823 -2.40280
H -2.65578 -1.12378 -2.33780
C -2.20281 -13.31732 1.48154
C -3.57891 -13.02631 0.83705
C -4.83318 -13.60594 1.54395
O -6.00389 -13.54715 0.72334
C -7.21119 -13.78169 1.45339
N -3.76486 -11.54499 0.68845
H -2.91934 -11.07494 0.39821
H -4.55038 -11.19678 0.15759
H -3.93870 -11.26092 1.64197
H -1.96627 -14.38059 1.52175
H -2.10142 -12.95647 2.50507
H -1.41948 -12.97673 0.80442
H -3.68145 -13.51008 -0.13432
H -5.00755 -12.93633 2.38616
H -4.57579 -14.59743 1.91651
H -7.34664 -14.69377 2.03463
H -7.99844 -13.71931 0.70209
H -7.27396 -12.93768 2.14026
C -12.17199 -19.70954 9.05431
C -10.95521 -19.81458 8.08149
C -10.87157 -18.57031 7.23159
O -10.71299 -17.32400 7.99717
C -10.08527 -16.31043 7.23227
N -9.69007 -19.93024 8.84922
H -9.72109 -20.60004 9.60454
H -8.98422 -20.21326 8.18456
H -9.36865 -19.09607 9.31927
H -13.12937 -19.66517 8.53511
H -12.09532 -18.85688 9.72899
H -12.21237 -20.61684 9.65704
H -10.96211 -20.75021 7.52232
H -11.83968 -18.45584 6.74400
H -10.21607 -18.68391 6.36816
H -9.07111 -16.55613 6.91727
H -10.06784 -15.26715 7.54749
H -10.62919 -16.21651 6.29235
C -4.42154 -17.91393 12.42236
C -3.11796 -18.26830 11.63137
C -3.28398 -19.04521 10.31270
C -3.88454 -20.46250 10.37901
P -2.89481 -21.84273 10.97374
C -1.33136 -21.82679 9.88402
C -1.57983 -21.78209 8.34550
C -0.39989 -22.19518 7.48941
C -0.66150 -22.13661 5.97366
C -2.47532 -21.74290 12.77096
C -3.70412 -22.11691 13.60920
C -3.40453 -22.06942 15.16857
C -2.82916 -20.70216 15.55899
C -3.82555 -23.47866 10.57036
C -3.04483 -24.84468 10.88435
C -3.81689 -26.08306 11.39021
C -5.02441 -26.53023 10.58459
H -4.96717 -18.80047 12.74554
H -5.11865 -17.29013 11.86289
H -4.19314 -17.40293 13.35767
H -2.46463 -18.84867 12.28286
H -2.63633 -17.31580 11.41030
H -2.32648 -18.98949 9.79481
H -3.92936 -18.42037 9.69534
H -4.20955 -20.65232 9.35605
H -4.75443 -20.43318 11.03517
H -0.71523 -22.67124 10.19286
H -0.80642 -20.92942 10.21156
H -1.97003 -20.79733 8.08840
H -2.36908 -22.51648 8.18474
H -0.00009 -23.10810 7.93082
H 0.41094 -21.49827 7.70148
H -1.29615 -22.97121 5.67575
H 0.25419 -22.22004 5.38829
H -1.14759 -21.20708 5.67739
H -2.20058 -20.69905 12.92261
H -1.60966 -22.33896 13.05983
H -4.03319 -23.14749 13.47612
H -4.45281 -21.35114 13.40636
H -2.66665 -22.85669 15.32298
H -4.38337 -22.28231 15.59830
H -3.42364 -19.84221 15.25049
H -1.83128 -20.53322 15.15428
H -2.65267 -20.56640 16.62600
H -4.13378 -23.48487 9.52486
H -4.69686 -23.33746 11.20987
H -2.24579 -24.66000 11.60236
H -2.36424 -25.13121 10.08260
H -4.12071 -25.89094 12.41924
H -3.16954 -26.95350 11.49686
H -4.58421 -26.67029 9.59732
H -5.62882 -25.66026 10.32785
H -5.55400 -27.33365 11.09660
C -12.06565 -15.28254 14.87453
C -11.87903 -15.04537 13.40994
C -11.54446 -13.53216 13.15952
C -12.62238 -12.52108 13.48180
P -13.24258 -11.51429 12.03459
C -11.97032 -10.45978 11.25348
C -10.67023 -10.27637 12.19894
C -9.74981 -9.21846 11.63568
C -8.49247 -8.97889 12.55690
C -14.78885 -10.56031 12.52970
C -14.65776 -9.09602 13.05485
C -15.97077 -8.58551 13.70425
C -17.24197 -8.57145 12.81195
C -13.65764 -12.64937 10.60762
C -14.99018 -13.42525 10.72517
C -15.20837 -14.37465 9.55736
C -16.20618 -13.84583 8.52127
H -11.16637 -15.24071 15.48905
H -12.59479 -16.22832 14.99119
H -12.66681 -14.49307 15.32560
H -12.74098 -15.39732 12.84315
H -11.04673 -15.67925 13.10405
H -11.22218 -13.41115 12.12531
H -10.66880 -13.35678 13.78446
H -12.22754 -11.88618 14.27498
H -13.50509 -12.97595 13.93128
H -12.30187 -9.47449 10.92581
H -11.67067 -11.08075 10.40925
H -10.13937 -11.22321 12.29791
H -11.00383 -10.00640 13.20091
H -10.27796 -8.26866 11.55184
H -9.37973 -9.41131 10.62873
H -8.84448 -8.60958 13.52012
H -7.92036 -8.26323 11.96647
H -8.01929 -9.95407 12.67205
H -15.47167 -11.18065 13.11024
H -15.34385 -10.41879 11.60230
H -14.51339 -8.46411 12.17854
H -13.90670 -9.20375 13.83742
H -15.76231 -7.56766 14.03383
H -16.05728 -9.19515 14.60367
H -17.10778 -8.04806 11.86529
H -17.98558 -8.13016 13.47557
H -17.62266 -9.52226 12.43893
H -12.80207 -13.29970 10.42547
H -13.71903 -11.89524 9.82300
H -15.82581 -12.72555 10.74062
H -14.98289 -13.90480 11.70399
H -15.43594 -15.36697 9.94676
H -14.23998 -14.59388 9.10761
H -15.74847 -12.92401 8.16233
H -17.14670 -13.59801 9.01332
H -16.36151 -14.57188 7.72326
N -4.06848 -9.91072 7.83669
S -4.70528 -11.45796 7.99723
O -3.76755 -12.55984 7.88101
O -6.10328 -11.69432 7.62595
F -4.70646 -11.38589 9.60999
S -4.72330 -9.54697 6.51431
O -6.10956 -9.07934 6.54704
O -4.29086 -10.25948 5.32774
F -3.89181 -8.18468 6.29577

Cartesian forces (eV/Å) of the 3 atoms listed first:
-0.8 0.4 0.2
-0.1 -0.9 -0.7
1.6 0.5 1.1

Results of the Mulliken charge analysis, in e, for atoms 1 through 99: atom 1 (C): -1.57, atom 2 (C): 0.47, atom 3 (C): -0.78, atom 4 (O): -0.35, atom 5 (C): -0.74, atom 6 (N): -0.28, atom 7 (H): 0.37, atom 8 (H): 0.33, atom 9 (H): 0.30, atom 10 (H): 0.41, atom 11 (H): 0.41, atom 12 (H): 0.44, atom 13 (H): 0.28, atom 14 (H): 0.44, atom 15 (H): 0.36, atom 16 (H): 0.29, atom 17 (H): 0.31, atom 18 (H): 0.31, atom 19 (C): -1.26, atom 20 (C): 0.16, atom 21 (C): -0.79, atom 22 (O): -0.35, atom 23 (C): -0.67, atom 24 (N): -0.32, atom 25 (H): 0.32, atom 26 (H): 0.36, atom 27 (H): 0.37, atom 28 (H): 0.41, atom 29 (H): 0.42, atom 30 (H): 0.33, atom 31 (H): 0.32, atom 32 (H): 0.41, atom 33 (H): 0.43, atom 34 (H): 0.26, atom 35 (H): 0.30, atom 36 (H): 0.30, atom 37 (C): -1.37, atom 38 (C): 0.16, atom 39 (C): -0.75, atom 40 (O): -0.36, atom 41 (C): -0.73, atom 42 (N): -0.25, atom 43 (H): 0.35, atom 44 (H): 0.37, atom 45 (H): 0.35, atom 46 (H): 0.39, atom 47 (H): 0.41, atom 48 (H): 0.37, atom 49 (H): 0.29, atom 50 (H): 0.41, atom 51 (H): 0.45, atom 52 (H): 0.28, atom 53 (H): 0.32, atom 54 (H): 0.31, atom 55 (C): -1.37, atom 56 (C): 0.17, atom 57 (C): -0.66, atom 58 (O): -0.33, atom 59 (C): -0.71, atom 60 (N): -0.24, atom 61 (H): 0.37, atom 62 (H): 0.37, atom 63 (H): 0.30, atom 64 (H): 0.39, atom 65 (H): 0.38, atom 66 (H): 0.44, atom 67 (H): 0.28, atom 68 (H): 0.32, atom 69 (H): 0.40, atom 70 (H): 0.29, atom 71 (H): 0.27, atom 72 (H): 0.32, atom 73 (C): -1.37, atom 74 (C): 0.20, atom 75 (C): -0.88, atom 76 (O): -0.21, atom 77 (C): -0.90, atom 78 (N): -0.30, atom 79 (H): 0.36, atom 80 (H): 0.38, atom 81 (H): 0.33, atom 82 (H): 0.39, atom 83 (H): 0.37, atom 84 (H): 0.43, atom 85 (H): 0.30, atom 86 (H): 0.41, atom 87 (H): 0.51, atom 88 (H): 0.36, atom 89 (H): 0.26, atom 90 (H): 0.35, atom 91 (C): -1.27, atom 92 (C): -0.30, atom 93 (C): -0.87, atom 94 (C): -0.88, atom 95 (P): -0.06, atom 96 (C): -1.12, atom 97 (C): -0.45, atom 98 (C): -0.56, atom 99 (C): -1.29